Entry a
C6H39NO14 | the ωB97M-V functional and the def2-TZVPD basis

The spin multiplicity is 1. Its highest occupied orbital energy is -9.22 eV. The value obtained for the frontier orbital gap is 0.3425 hartree.

CARTESIAN COORDINATES (ANGSTROEM)
C: 2.8411 0.1810 0.1274
C: 1.3316 -0.3176 -0.0895
C: 0.3223 0.3690 0.7660
C: -0.2090 -0.2044 1.8260
C: 0.7325 2.7655 0.4112
C: -0.0030 1.6587 0.1875
N: 3.7110 -1.0243 0.1530
H: 3.0122 0.8132 -0.7665
H: 2.8451 0.7553 1.1370
H: 1.4387 -1.4005 0.1718
H: 1.2350 -0.1135 -1.2143
H: 0.0740 -1.1233 2.2918
H: -1.1040 0.1159 2.3924
H: 0.4512 3.7803 -0.0852
H: 1.3287 2.9202 1.3030
H: -0.8349 1.6088 -0.5555
H: 3.9205 -1.2843 1.0981
H: 4.5326 -0.9898 -0.3597
H: -2.9215 -2.8478 0.2208
H: -2.7310 -2.1199 1.6367
O: -3.3431 -2.5577 0.9734
H: -0.6154 -3.0372 -1.0998
H: -1.2134 -1.5456 -1.0689
O: -1.4232 -2.4955 -1.0466
H: 2.8364 -2.6633 3.4192
H: 2.0475 -1.4629 2.8083
O: 2.2652 -2.4036 2.7493
H: -3.6052 -1.6425 -3.6151
H: -2.4370 -1.7843 -2.6326
O: -3.1417 -1.1407 -2.8820
H: 0.7208 -3.2189 2.8217
H: -0.5827 -3.8818 2.6269
O: 0.0408 -3.6495 3.3101
H: -3.6082 1.2194 0.1851
H: -3.4560 2.5124 1.0227
O: -3.0160 1.8720 0.4829
H: 2.4349 -3.0323 -2.1336
H: 2.3921 -2.6204 -0.6458
O: 1.8792 -3.0894 -1.3416
H: -1.3155 1.4033 -2.3343
H: -2.3893 0.4555 -2.9676
O: -1.5460 0.9345 -3.1057
H: -1.3414 2.1576 2.2547
H: -0.0407 2.6985 2.9753
O: -0.9808 2.4048 3.0797
H: -2.1513 2.7175 -0.7602
H: -2.5044 3.7281 -1.9297
O: -1.7890 3.3502 -1.4043
H: 0.9705 0.9207 4.0483
H: 0.3524 -0.3630 4.7157
O: 1.2074 0.0437 4.5177
H: -4.2781 -0.4778 -1.3862
H: -4.2932 -1.1415 0.0305
O: -4.3656 -0.2990 -0.4148
H: 3.6304 1.9270 -3.8609
H: 3.6152 0.4254 -3.4763
O: 3.8187 1.3161 -3.0647
H: 1.3980 3.0344 -3.1845
H: 1.6490 2.7747 -4.5647
O: 2.2055 3.0686 -3.7534

=====

Entry b
C6H39NO14 | the ωB97M-V functional and the def2-TZVPD basis

The spin multiplicity is 1. Its highest occupied orbital energy is -9.06 eV. The value obtained for the frontier orbital gap is 0.3378 hartree.

CARTESIAN COORDINATES (ANGSTROEM)
C: 0.9374 2.5621 -2.6280
C: 1.4217 1.3248 -2.6550
N: 1.0869 0.4166 -1.5973
C: 1.9992 -0.8109 -1.4524
C: -0.3271 -3.7399 -1.6844
C: 0.9388 -3.0251 -1.9167
C: 1.0584 -1.9128 -1.2094
H: 0.6340 3.0365 -1.7053
H: 1.0374 3.2669 -3.4444
H: 2.0583 0.8639 -3.4777
H: 1.1196 1.0130 -0.7775
H: 2.6545 -0.8355 -2.3523
H: 2.5552 -0.6723 -0.5557
H: -0.7668 -4.3084 -2.5416
H: -0.0950 -4.5780 -0.9786
H: -1.0088 -3.1167 -1.1638
H: 1.4327 -3.0933 -2.8708
H: 0.6688 -1.8271 -0.1956
H: 2.8800 0.2133 3.2509
H: 2.0539 -0.5738 2.2386
O: 2.7436 0.1130 2.2993
H: -3.8672 1.1762 0.4312
H: -3.6390 2.6342 0.7396
O: -3.5983 1.7593 1.1464
H: -0.4006 -1.5575 1.9379
H: -0.4377 -0.0464 2.4866
O: 0.1115 -0.7655 2.1724
H: -2.8174 1.6595 -1.1976
H: -1.9351 3.0703 -1.3239
O: -2.7747 2.6184 -1.2430
H: -0.7059 -0.2296 -3.5211
H: -0.7251 -1.6524 -4.1556
O: -1.0482 -1.1351 -3.4070
H: 1.8726 4.2335 1.1504
H: 2.5333 3.0699 0.5632
O: 1.6102 3.4512 0.6451
H: 4.5150 -0.9727 0.2117
H: 3.9567 -0.9942 1.7011
O: 4.6283 -1.3542 1.0885
H: -1.7975 -3.5645 2.4188
H: -2.3150 -2.0396 2.0409
O: -1.7071 -2.7891 1.8695
H: -3.3990 -1.5671 -0.6467
H: -4.4322 -2.6962 0.0123
O: -4.2669 -1.8081 -0.3022
H: -0.1112 2.6839 1.4969
H: -1.5404 2.1806 1.5156
O: -0.6766 2.0326 1.9368
H: 3.7644 1.7174 -0.3733
H: 3.1747 1.1664 0.8388
O: 3.7332 1.9306 0.5736
H: -3.7603 -0.8048 1.1452
H: -3.2041 0.0133 2.3038
O: -3.5886 -0.8533 2.1025
H: -1.3145 0.3252 -0.5490
H: -1.2945 -0.7977 -1.6154
O: -1.7874 -0.4550 -0.8539
H: 1.1549 2.6835 4.0928
H: 0.3594 1.4374 3.5981
O: 0.6477 1.9233 4.3867

=====

In terms of stability, entry b leads; the second structure lies 24.8 kcal/mol higher.

=====

Entry a
C4H16O3 | the ωB97M-V functional and the def2-TZVPD basis

As for the SMILES: CC(C)C.O.O.O. The spin multiplicity is 1. Its highest occupied orbital energy is -10.51 eV. The value obtained for the frontier orbital gap is 0.4099 hartree.

CARTESIAN COORDINATES (ANGSTROEM)
C: 1.4740 1.6257 -0.8287
C: 0.3005 0.6249 -0.8760
C: 0.7915 -0.8051 -0.8343
C: -0.6572 0.9388 0.2775
H: 1.9815 1.5631 0.1412
H: 2.2322 1.3962 -1.5661
H: 0.9981 2.6076 -0.8005
H: -0.2942 0.8323 -1.7623
H: 0.3876 -1.5223 -1.5385
H: 0.7684 -1.1934 0.1928
H: 1.8592 -1.0426 -0.9871
H: -0.2743 0.6324 1.2568
H: -0.6879 2.0153 0.4644
H: -1.5818 0.3763 0.1409
O: 0.3895 0.3145 3.8584
H: -0.1468 0.9255 4.3561
H: 0.5264 -0.5959 4.1163
O: -0.9741 -1.0660 -3.2441
H: -0.9061 -1.7962 -3.8720
H: -1.2686 -0.3489 -3.8184
O: -1.5780 -1.8745 2.1279
H: -1.7885 -1.0329 1.7195
H: -1.5516 -2.5751 1.4760

=====

Entry b
C4H16O3 | the ωB97M-V functional and the def2-TZVPD basis

As for the SMILES: CCCC.O.O.O. The spin multiplicity is 1. Its highest occupied orbital energy is -10.39 eV. The value obtained for the frontier orbital gap is 0.4046 hartree.

CARTESIAN COORDINATES (ANGSTROEM)
C: 0.0712 -1.8013 0.8591
C: 1.4604 -1.2816 0.5758
C: 1.5724 0.1974 0.1057
C: 2.8880 0.8587 0.4080
H: -0.3982 -1.8756 1.8317
H: -0.1614 -2.7157 0.2886
H: -0.7189 -1.4087 0.1765
H: 1.9937 -1.8792 -0.1647
H: 1.9837 -1.2625 1.5410
H: 1.3102 0.1896 -0.9585
H: 0.8131 0.6945 0.7195
H: 2.8940 1.9417 0.3498
H: 3.7484 0.5111 -0.1710
H: 3.1129 0.5120 1.4314
O: -6.4499 1.4474 -2.2556
H: -6.5236 1.2181 -3.1823
H: -5.6625 0.9718 -1.9748
O: 5.3751 -1.8506 0.0443
H: 6.3118 -2.0258 0.1432
H: 5.1094 -2.4075 -0.7080
O: -6.3859 3.1970 0.6375
H: -6.3216 2.6976 -0.1792
H: -6.0224 4.0717 0.4820

=====

In terms of stability, entry a leads; the second structure lies 2.1 kcal/mol higher.